This record from OMol25 describes a 14-piece molecular cluster, C4H38NO13 overall. The level of theory is the ωB97M-V functional and the def2-TZVPD basis.

spin multiplicity: 2
molecular weight: 308.342 g/mol
net charge: +2
HOMO (alpha / beta): -14.8 / -14.8 eV
relative energy (zero: lowest compared OMol25 entry of this formula, charge and spin): 0.9734 eV

Bonds (Å) are listed after each position.
CARTESIAN COORDINATES (ANGSTROEM)
1 O -2.98719 3.07488 0.31507  H43 0.994, H54 0.963
2 O -4.72623 -2.10211 1.32145  H41 0.971, H45 0.968
3 O -0.36085 -2.80415 0.57733  H19 0.970, H36 0.982
4 O -4.45933 1.18531 -0.99954  H22 0.987, H25 0.969
5 O 4.56368 -0.09057 -0.63975  H35 0.970, H38 0.985
6 O 2.86246 1.40482 0.92396  H26 1.001, H34 0.968
7 O -3.77702 1.40759 2.12657  H32 0.967, H55 1.006
8 O 2.21921 3.55460 -0.59415  H28 0.982, H40 0.965
9 O -1.77985 0.31476 3.14783  H37 1.050, H39 0.984
10 O -3.92197 -1.39909 -1.58010  H33 0.992, H48 0.962
11 O -0.41197 -1.96823 3.15422  H30 0.971, H31 0.979
12 O 4.06223 -2.76737 -0.81639  H29 0.967, H50 0.964
13 O -0.43569 3.48967 -0.09435  H20 0.971, H46 0.999
14 N 0.78867 -0.81239 -0.73992  C17 1.502, C18 1.489, H52 1.036, H56 1.083
15 C 2.45855 -2.25083 -1.81283  C17 1.546, H21 1.088, H23 1.094, H53 1.072
16 C 2.14652 0.14988 -2.61697  C17 1.490, H44 1.090, H47 1.100, H49 1.088
17 C 2.10719 -0.78733 -1.45927  N14 1.502, C15 1.546, C16 1.490, H27 1.102
18 C 0.52964 0.22920 0.29146  N14 1.489, H24 1.066, H42 1.116, H51 1.087
19 H -1.24534 -2.93515 0.20136  O3 0.970
20 H -0.17128 3.39513 0.83493  O13 0.971
21 H 3.31583 -2.26546 -2.48225  C15 1.088
22 H -3.98914 1.90932 -0.52171  O4 0.987
23 H 1.56508 -2.58165 -2.35025  C15 1.094
24 H -0.15610 -0.30265 0.91029  C18 1.066
25 H -4.98531 1.68228 -1.64417  O4 0.969
26 H 3.25499 0.65051 0.39510  O6 1.001
27 H 2.86549 -0.56534 -0.69128  C17 1.102
28 H 2.47189 2.67856 -0.22836  O8 0.982
29 H 4.85199 -3.32377 -0.86747  O12 0.967
30 H -0.79159 -2.21898 4.01205  O11 0.971
31 H -0.64157 -1.01737 3.12894  O11 0.979
32 H -4.45599 1.02830 1.55246  O7 0.967
33 H -4.04823 -0.41708 -1.51980  O10 0.992
34 H 3.53743 1.26708 1.60420  O6 0.968
35 H 5.28323 -0.42547 -0.08227  O5 0.970
36 H -0.52493 -2.63467 1.53103  O3 0.982
37 H -2.66520 0.64899 2.69314  O9 1.050
38 H 4.23199 -0.98289 -0.89363  O5 0.985
39 H -1.48478 0.88214 3.89568  O9 0.984
40 H 2.96006 4.07163 -0.25570  O8 0.965
41 H -4.91363 -2.28141 0.38538  O2 0.971
42 H 1.40475 0.62579 0.85978  C18 1.116
43 H -2.05117 2.82197 0.09737  O1 0.994
44 H 2.28568 -0.31353 -3.59391  C16 1.090
45 H -5.44943 -1.48244 1.49672  O2 0.968
46 H 0.48523 3.59885 -0.46509  O13 0.999
47 H 1.19033 0.66548 -2.78989  C16 1.100
48 H -4.57833 -1.70605 -2.21318  O10 0.962
49 H 2.89000 0.94417 -2.59317  C16 1.088
50 H 3.61430 -3.14222 -0.04963  O12 0.964
51 H 0.23463 1.19883 -0.10070  C18 1.087
52 H 0.02132 -0.75225 -1.43264  N14 1.036
53 H 2.68721 -2.94516 -1.02885  C15 1.072
54 H -3.11530 4.02750 0.36930  O1 0.963
55 H -3.32648 2.11298 1.56813  O7 1.006
56 H 0.56430 -1.74462 -0.23651  N14 1.083